{
  "formula": "C22H25NSSc",
  "method": "ωB97M-V/def2-TZVPD",
  "lumo_energy_ev": 2.462,
  "e_tot_ev": -56245.9546,
  "e_homo_ev": -2.572,
  "total_charge": -1,
  "e_above_lowest_kcal_mol": 6.36,
  "elements": ["Sc", "C", "C", "C", "C", "C", "C", "C", "C", "C", "S", "C", "N", "H", "H", "H", "H", "H", "H", "H", "H", "C", "C", "C", "C", "C", "H", "H", "H", "H", "H", "H", "H", "H", "H", "H", "C", "C", "C", "C", "C", "C", "C", "H", "H", "H", "H", "H", "H", "H"],
  "coordinates": [[-0.48143, 0.24968, 0.14870], [0.09629, -2.58921, 2.28019], [-1.35001, -2.70165, 1.91506], [-2.08081, -3.81035, 2.41025], [-3.39772, -3.93623, 2.10329], [-4.01503, -2.95810, 1.29148], [-5.37943, -3.06684, 0.95351], [-5.94973, -2.10734, 0.15944], [-5.18147, -1.03815, -0.30709], [-3.83636, -0.88626, -0.00195], [-2.97204, 0.48638, -0.62013], [-3.22619, -1.87711, 0.83100], [-1.89012, -1.76789, 1.15715], [0.46179, -3.52402, 2.70179], [0.24692, -1.79792, 3.01907], [0.67373, -2.31414, 1.39421], [-1.56306, -4.53487, 3.02330], [-3.98784, -4.77106, 2.46345], [-5.94365, -3.91174, 1.32959], [-6.99551, -2.16586, -0.11727], [-5.64418, -0.28821, -0.93550], [3.54493, 0.87291, -0.40762], [2.60543, -0.29719, -0.74471], [3.42569, -1.59706, -0.70794], [2.09270, -0.10697, -2.17759], [1.42919, -0.36105, 0.22341], [4.40619, 0.90745, -1.08683], [3.91867, 0.77346, 0.61491], [3.01076, 1.82233, -0.47642], [4.26076, -1.57477, -1.41925], [2.78723, -2.45053, -0.94941], [3.83784, -1.75785, 0.29263], [2.91493, -0.01269, -2.89619], [1.49059, 0.80126, -2.24561], [1.47406, -0.96017, -2.47078], [1.81142, -0.78399, 1.17008], [-0.52979, 2.45599, -0.54035], [0.65230, 3.29588, -0.73384], [1.19636, 3.54631, -2.00361], [2.34600, 4.30119, -2.17139], [3.00082, 4.85137, -1.07907], [2.47277, 4.63235, 0.18904], [1.32914, 3.87498, 0.35616], [-1.19727, 2.47809, -1.40787], [-1.11680, 2.82775, 0.31419], [0.70255, 3.12981, -2.87518], [2.73580, 4.45728, -3.17163], [3.90223, 5.43731, -1.21062], [2.96519, 5.05037, 1.06045], [0.94612, 3.69706, 1.35551]],
  "nbo_charge": [1.723, -0.681, 0.275, -0.283, -0.111, -0.117, -0.242, -0.198, -0.246, -0.148, -0.410, 0.202, -0.519, 0.204, 0.225, 0.292, 0.211, 0.204, 0.199, 0.203, 0.217, -0.604, -0.093, -0.601, -0.602, -1.242, 0.176, 0.192, 0.228, 0.179, 0.199, 0.191, 0.185, 0.210, 0.199, 0.164, -1.002, 0.010, -0.208, -0.223, -0.288, -0.208, -0.239, 0.213, 0.197, 0.191, 0.194, 0.194, 0.194, 0.195]
}